Computed, not measured: a 11-piece molecular cluster, C45H116N4O15 overall, with ωB97M-V with the def2-TZVPD basis set.

Geometry as XYZ:
```
180
Properties=species:S:1:pos:R:3:forces:R:3
C -15.828950 -10.493638 10.258268 0.076 -0.683 0.136
O -15.406604 -11.883265 10.198285 -0.053 1.386 -0.176
C -14.555615 -12.164816 11.279938 0.946 -1.561 0.668
C -14.028228 -13.646045 11.222100 -0.913 1.614 -0.077
N -15.119202 -14.609467 11.447746 0.456 0.325 -0.732
C -14.598689 -15.960786 11.440018 -0.630 -0.909 1.558
C -15.618757 -16.997519 11.955006 -0.372 -0.308 0.382
O -15.099804 -18.319529 11.894941 -0.423 -0.146 -0.662
C -15.957475 -19.263041 12.546373 1.182 0.255 0.146
H -15.026354 -9.781882 10.451515 0.585 -0.290 -0.171
H -16.504346 -10.349297 11.101536 -0.395 -0.146 -0.059
H -16.292396 -10.201712 9.315878 -0.110 -0.350 0.098
H -15.053180 -11.988178 12.233528 -0.343 -0.079 0.187
H -13.659289 -11.544727 11.293986 0.138 0.346 -0.349
H -13.207635 -13.767717 11.929148 -0.237 -0.031 0.259
H -13.567351 -13.719075 10.237030 0.101 -0.363 -0.336
H -15.695437 -14.489284 10.627014 -0.590 -0.005 -0.028
H -13.863238 -15.939082 12.244214 0.681 -0.269 -0.448
H -14.197493 -16.330152 10.496237 0.343 0.130 -0.118
H -16.580759 -16.985637 11.442652 -0.116 0.277 -0.477
H -15.871577 -16.866407 13.007142 0.064 0.797 0.257
H -17.030537 -19.222222 12.359401 -0.024 0.368 -0.700
H -15.857482 -19.100570 13.619555 0.075 -0.284 0.307
H -15.554689 -20.229691 12.243947 -0.244 -0.075 0.280
C 0.256788 -19.039702 15.392062 -0.321 0.356 -0.983
O -0.635013 -18.105425 15.950997 -0.006 0.692 0.856
C -1.373811 -17.366855 14.983722 -0.527 -0.228 0.848
C -2.382851 -16.423254 15.698336 0.834 -0.303 0.456
N -3.132834 -15.567847 14.801991 0.232 0.028 -0.372
C -3.770736 -14.456859 15.509451 -0.288 -0.543 -0.240
C -4.803886 -13.844720 14.611682 -1.272 0.352 0.743
O -4.282273 -12.999986 13.661833 0.495 1.247 -1.569
C -5.336253 -12.275152 13.008733 0.645 0.363 0.552
H 0.904750 -19.520011 16.125249 -0.534 0.084 0.274
H 0.917850 -18.563245 14.668131 0.223 0.255 -0.127
H -0.339590 -19.744564 14.812763 0.163 -0.592 0.085
H -1.868378 -18.101810 14.348628 -0.228 0.250 -0.374
H -0.695865 -16.733363 14.411737 0.155 -0.013 -0.388
H -1.792866 -15.769367 16.340552 0.366 -0.120 0.430
H -3.086762 -16.936952 16.353112 0.085 -0.375 -0.145
H -2.458650 -15.159338 14.170559 0.058 0.155 -0.395
H -3.068623 -13.714722 15.889407 0.217 0.212 -0.135
H -4.273975 -14.847162 16.394047 -0.138 -0.193 -0.039
H -5.497925 -13.236324 15.191574 -0.264 -0.078 0.596
H -5.411385 -14.587579 14.094756 -0.093 -0.563 0.238
H -6.088242 -12.928439 12.566199 0.208 -0.156 -0.328
H -4.893911 -11.555301 12.320066 0.080 -0.528 -0.342
H -5.865115 -11.638048 13.717611 -0.120 -0.100 0.468
C -7.301930 -19.788044 8.886797 -1.022 -0.028 -0.346
O -7.442807 -20.683589 9.962141 -0.610 1.217 0.923
C -7.893924 -20.037529 11.181250 0.556 -0.768 -0.318
C -7.593813 -21.031584 12.262502 -1.390 -0.434 -0.607
N -8.429328 -22.259790 12.131202 1.293 0.342 0.339
C -7.921085 -23.190777 13.126132 -2.087 -0.495 0.253
C -8.865819 -24.422589 13.139566 0.858 1.444 2.009
O -8.759760 -25.140785 11.992579 -0.587 -1.707 -1.666
C -9.068348 -26.534946 12.151221 1.744 0.066 0.046
H -7.073602 -20.387346 8.005427 0.955 0.245 0.124
H -6.690848 -18.917658 9.125779 0.735 -0.370 -0.218
H -8.242013 -19.336165 8.570345 -0.648 0.093 0.346
H -8.942859 -19.742733 11.211758 -0.426 -0.419 -0.603
H -7.385447 -19.106511 11.431746 0.676 0.144 -0.460
H -7.913808 -20.575208 13.199205 0.361 -0.038 0.290
H -6.523706 -21.238347 12.247424 0.173 -0.054 0.215
H -8.307497 -22.760325 11.262461 0.114 0.636 -0.680
H -8.059261 -22.641524 14.057433 0.270 -0.430 0.487
H -6.877727 -23.486834 13.017193 0.211 -0.038 -0.154
H -9.878158 -24.060179 13.318236 -0.268 0.054 -0.011
H -8.573222 -25.042159 13.987283 0.006 -0.176 0.365
H -8.457647 -26.912774 12.971222 0.096 -0.015 0.378
H -8.633198 -27.034307 11.285549 -0.569 0.050 -0.237
H -10.076830 -26.878482 12.381542 -0.411 0.740 -0.401
C -5.079492 -16.748996 7.897011 -0.484 0.188 -0.076
O -5.726676 -17.712549 7.070813 0.441 0.420 -0.512
C -6.607369 -17.113228 6.115230 -0.760 0.242 0.486
C -7.392667 -18.168107 5.403596 0.576 -1.676 -0.615
N -6.514465 -19.094113 4.623767 -0.909 0.611 -0.101
C -7.164564 -20.319860 4.122593 0.210 -0.073 -0.261
C -8.412564 -20.093326 3.276130 -0.407 -0.100 0.450
O -8.983287 -21.340477 2.875146 -0.040 -0.073 -0.282
C -10.257426 -21.172052 2.250647 0.458 0.224 0.026
H -4.211036 -17.144382 8.423847 0.041 -0.412 -0.459
H -5.741419 -16.398945 8.689102 -0.421 0.062 0.063
H -4.799030 -15.870545 7.315826 0.246 0.025 -0.083
H -6.178999 -16.418210 5.393046 0.907 -0.132 0.071
H -7.358080 -16.524680 6.642621 -0.126 0.256 0.325
H -8.117235 -17.735006 4.714014 0.085 0.307 0.105
H -7.964195 -18.709761 6.157301 -0.235 -0.195 0.150
H -5.731143 -19.334103 5.214457 0.068 -0.174 -0.026
H -7.463909 -21.007539 4.913537 -0.020 -0.152 0.321
H -6.451640 -20.839599 3.482504 0.180 -0.082 0.139
H -8.200656 -19.467423 2.409274 -0.007 0.157 -0.116
H -9.149419 -19.618987 3.924327 -0.220 0.499 -0.100
H -10.958077 -20.697004 2.937310 -0.149 0.061 0.130
H -10.681591 -22.115879 1.908037 0.384 -0.232 0.411
H -10.189616 -20.558098 1.352553 0.171 0.302 -0.068
C -4.707662 -15.626912 11.422730 -0.973 -0.307 -1.450
C -4.568517 -17.071781 11.827505 1.683 0.485 -0.546
C -3.119211 -17.434064 11.750826 1.414 -0.754 -1.009
O -4.881618 -17.152320 13.147708 -2.146 -1.067 2.097
H -4.148821 -14.991272 12.109567 -0.278 0.109 -0.043
H -5.782751 -15.452650 11.379059 0.104 0.702 0.418
H -4.364858 -15.457628 10.401985 0.287 0.103 -0.039
H -5.183253 -17.787057 11.281074 -0.184 0.173 -0.230
H -2.512998 -16.669058 12.235980 -0.050 0.053 0.194
H -2.723014 -17.503069 10.737735 -0.101 0.043 -0.290
H -2.892519 -18.392865 12.217113 -0.195 -0.022 0.138
H -4.397515 -16.473014 13.622883 0.543 0.276 0.624
C -11.437972 -19.180488 13.538587 -1.067 0.652 -0.116
C -11.991982 -17.838080 14.085369 -0.246 -0.556 -0.742
C -12.482406 -17.889049 15.537751 -0.108 -0.653 -0.579
O -10.980245 -16.861065 13.973788 1.056 0.327 0.484
H -11.087850 -19.078951 12.511359 0.490 0.437 0.129
H -12.256259 -19.881707 13.374906 0.008 -0.316 0.694
H -10.656058 -19.553549 14.200053 -0.039 -0.312 -0.093
H -12.698670 -17.439801 13.357308 -0.717 -0.426 0.383
H -11.685936 -18.287176 16.166424 0.290 0.299 0.107
H -13.274284 -18.626659 15.667986 -0.290 0.137 -0.190
H -12.815181 -16.915463 15.897605 0.093 -0.074 -0.065
H -10.226609 -17.265410 14.409840 0.542 0.371 0.099
C -9.826075 -15.459108 9.613977 0.413 -0.028 1.005
C -9.781335 -15.993725 11.049309 -1.379 0.136 -0.737
C -8.346803 -16.031826 11.525238 -0.438 -0.320 -0.147
O -10.632983 -15.179016 11.872972 0.613 0.775 -0.769
H -9.199050 -16.121329 9.016982 0.037 0.247 -0.263
H -9.361020 -14.482385 9.747512 0.002 0.288 -0.778
H -10.808970 -15.375308 9.150296 -0.005 -0.031 0.269
H -10.288623 -16.958243 11.070658 0.546 -0.582 -0.010
H -7.859579 -15.062202 11.422562 -0.270 0.204 0.344
H -7.783982 -16.678629 10.852197 0.084 -0.380 0.235
H -8.343188 -16.402063 12.550425 0.523 0.057 0.006
H -10.748062 -15.654222 12.699136 -0.185 -0.245 0.539
C -12.111660 -10.202034 6.946278 -1.086 0.496 0.521
C -12.233035 -11.076247 8.170930 1.419 -2.137 0.235
C -11.703155 -12.510320 8.015899 -0.006 -0.347 -1.335
O -11.452573 -10.511847 9.169017 0.841 1.452 0.926
H -12.473952 -9.276299 7.393326 -0.283 0.510 -0.761
H -12.758771 -10.551540 6.141802 -0.098 0.193 0.005
H -11.128131 -9.960496 6.543257 0.240 -0.653 0.388
H -13.238532 -11.169858 8.581198 -0.597 0.291 -0.623
H -11.312712 -13.007369 8.903940 -0.754 0.236 0.439
H -10.820602 -12.554270 7.377725 0.024 0.320 -0.417
H -12.475705 -13.107251 7.531206 0.065 -0.357 0.070
H -11.256513 -11.225855 9.780038 0.167 -0.059 0.580
C -10.963666 -12.180913 13.625639 -0.335 0.617 1.780
C -10.394392 -11.701270 12.342691 1.801 -0.595 -0.877
C -8.890289 -11.953520 12.148564 -0.062 1.031 1.333
O -10.938857 -12.405159 11.295294 -2.226 -0.043 -2.172
H -10.755732 -11.474710 14.429470 0.562 -0.008 0.212
H -10.602646 -13.162421 13.932891 0.014 -0.059 -0.175
H -12.052692 -12.167405 13.669632 -0.136 -0.282 -0.639
H -10.556128 -10.636493 12.174770 -0.375 0.028 -0.007
H -8.616488 -12.979744 12.393522 -0.052 0.010 0.270
H -8.454586 -11.223577 12.830799 0.978 -0.277 0.049
H -8.561448 -11.759674 11.127587 -0.266 0.231 0.037
H -10.776319 -13.345179 11.402677 0.030 -0.651 0.286
C -13.928292 -14.730907 5.260040 -0.551 -0.029 0.074
C -14.632011 -15.660736 6.227481 1.124 0.091 1.861
C -14.561810 -15.293701 7.731115 0.378 0.782 -0.785
O -16.006542 -15.724224 5.960034 -0.389 -0.254 -1.301
H -14.386987 -13.743249 5.307241 0.199 0.134 -0.220
H -14.024847 -15.167234 4.265858 -0.239 0.261 -0.154
H -12.854932 -14.692357 5.445808 -0.070 0.144 0.339
H -14.059439 -16.582049 6.120535 -0.555 -0.822 -0.156
H -13.566570 -15.059127 8.108698 0.160 -0.306 -0.048
H -15.015840 -16.085738 8.326631 0.019 -0.026 0.053
H -15.139703 -14.374373 7.825834 -0.164 0.041 0.302
H -16.444930 -16.297205 6.593364 0.114 -0.050 0.077
C -10.677865 -20.068447 6.608155 -0.581 -1.113 0.371
C -11.280371 -18.734359 6.995242 0.207 -0.376 -1.041
C -11.267542 -18.476545 8.470208 0.206 0.471 0.279
O -10.584942 -17.710804 6.304014 0.493 1.242 0.631
H -11.348777 -20.836001 6.993945 -0.032 -0.290 -0.004
H -9.705379 -20.302816 7.041110 0.093 0.478 0.195
H -10.579314 -20.271638 5.541805 -0.209 0.400 -0.145
H -12.342393 -18.675922 6.756913 -0.184 -0.329 -0.597
H -10.255704 -18.332692 8.849135 0.024 -0.090 0.079
H -11.757588 -19.295700 8.996465 0.100 -0.048 0.014
H -11.844600 -17.570180 8.653512 0.072 0.079 0.201
H -10.721931 -17.691345 5.354036 -0.328 -0.454 0.070
```
Forces are in eV/Å.

Values from the calculation:
total energy = -3131.46901 Ha
relative energy (zero: lowest compared OMol25 entry of this formula, charge and spin) = 2.6109 eV
HOMO energy = -8.74 eV
M = 953.4 Da
spin multiplicity = 1
HOMO-LUMO gap = 0.337 hartree